# C41H53IMnN2O8S4Te

C41H53IMnN2O8S4Te as an isolated structure at a distorted geometry (ωB97M-V with the def2-TZVPD basis set, OMol25).

XYZ file:
```
111
Properties=species:S:1:pos:R:3:lowdin_spin:R:1
H 2.570 3.148 1.488 0.000
O 0.634 -2.126 0.376 0.029
H 0.793 5.100 0.568 0.000
H 0.995 -4.143 -4.259 0.000
H 5.462 -0.881 5.702 0.000
C -4.003 2.660 1.735 0.002
C -0.002 3.314 -1.361 0.001
H 4.379 -4.191 0.741 0.000
H 0.172 -2.536 -1.861 0.000
C 2.070 -3.392 -1.452 0.001
H -0.477 2.406 -1.747 0.000
C 1.637 2.575 1.528 0.002
H 4.928 0.437 6.747 0.000
C 3.875 -0.048 -4.901 0.000
C -2.579 -4.095 -0.691 0.008
C 3.736 0.014 -2.500 0.000
H 1.751 -0.165 -1.691 0.000
H -5.928 2.742 2.736 0.000
Mn -0.730 -0.344 -0.044 4.683
H 2.201 -0.556 1.093 0.000
C 4.950 0.077 5.720 0.000
S -0.715 -0.239 3.576 0.006
C 3.189 -2.422 0.867 0.001
C -5.151 0.720 2.584 0.000
H -4.116 -1.210 -5.140 0.000
C 4.271 -0.447 1.675 0.000
C -4.592 -0.249 -4.974 0.000
O -2.401 1.103 0.357 0.040
H -0.367 2.816 2.256 0.000
C -0.855 3.915 -0.221 0.000
C 0.461 3.471 1.972 0.001
H -2.263 -4.055 1.891 0.000
H 5.564 0.165 -3.603 0.000
C 1.011 -3.172 -3.753 0.000
C 4.361 -3.145 1.002 0.000
C 5.443 -1.165 1.828 0.000
H 3.014 1.938 5.810 0.000
H 0.205 -4.278 -2.072 0.000
S -0.032 -0.483 -3.889 0.007
O -1.369 0.933 4.129 0.003
H 3.791 -2.023 4.409 0.000
H -1.842 -2.417 2.020 0.000
C -3.764 0.117 2.423 0.000
H -3.333 -0.232 3.358 0.000
C -0.037 -2.280 -4.396 0.001
H -2.654 -3.953 -1.755 0.001
H -0.694 5.184 1.494 0.000
H 1.856 3.764 -0.625 0.000
H -5.606 -0.271 -6.856 0.000
H 4.469 -0.006 -5.801 0.000
C 4.492 0.051 -3.662 0.000
H -3.583 3.649 1.905 0.000
C 2.364 -0.146 -2.581 0.000
C -0.041 4.500 0.945 0.000
C 5.492 -2.507 1.482 0.000
C -5.434 0.275 -5.938 0.000
C -4.997 1.641 -3.578 0.000
H -4.833 2.174 -2.649 0.000
H 2.003 -2.745 -3.922 0.000
C -2.288 -3.046 0.115 0.007
C -4.973 2.218 2.808 0.000
I -5.498 -1.172 -0.995 0.003
H 0.773 4.012 2.868 0.000
H -1.506 3.141 0.183 0.000
C 2.688 1.046 5.292 0.000
H 2.613 -4.327 -1.563 0.000
S -2.624 1.417 1.828 0.004
C -4.369 0.419 -3.779 0.001
H -3.736 -0.692 1.697 0.000
S 1.631 -3.218 0.358 0.009
O -0.650 -0.136 2.094 0.037
H -6.341 3.114 -4.351 0.000
O 0.951 0.848 -0.039 0.028
C 1.760 -0.269 -3.817 0.001
H 1.473 -2.152 3.526 0.000
H -4.537 2.402 3.793 0.000
O -2.010 -1.864 -0.381 0.057
C 2.501 -0.200 -4.987 0.000
H 2.014 -0.271 -5.947 0.000
C 1.312 2.022 0.169 0.018
Te -3.199 -0.513 -2.181 0.007
H -5.732 0.555 1.676 0.000
H 4.206 0.107 -1.534 0.000
H 6.412 -3.061 1.589 0.000
H -5.680 0.255 3.415 0.000
H -4.436 2.596 0.738 0.000
C -5.846 2.171 -4.533 0.000
H -1.489 4.697 -0.639 0.000
H -2.854 -5.050 -0.288 0.001
O -1.250 -1.515 3.992 0.002
H 2.713 -2.556 -1.719 0.000
C 3.561 -0.031 5.164 0.000
H 0.699 1.785 4.871 0.000
N 1.324 2.941 -0.882 0.007
C 3.121 -1.180 4.516 0.000
H 0.130 4.021 -2.186 0.000
H 6.320 -0.682 2.231 0.000
H 4.232 0.600 1.938 0.000
O -0.492 -0.423 -2.465 0.026
H -6.735 1.894 -6.463 0.000
H -1.045 -2.628 -4.166 0.000
C 3.138 -1.082 1.199 0.000
C 0.986 -0.175 4.140 0.001
C 0.776 -3.364 -2.247 0.000
C -6.067 1.487 -5.718 0.000
C 1.830 -1.257 4.011 0.000
N -2.327 -3.135 1.492 0.000
H 0.093 -2.249 -5.479 0.000
H 1.748 1.764 2.248 0.000
H 5.532 0.788 5.135 0.000
C 1.407 0.976 4.777 0.000
```

Properties
HOMO level (spin up / spin down): -6.13 / -6.14 eV
expectation value of S²: 8.754
HOMO-LUMO gap (spin up / spin down): 6.22 / 6.22 eV
spin multiplicity: 6
ΔE to the lowest compared entry with this formula, charge and spin: 57.12 kcal/mol